Entry w
ORCA calculation (ωB97M-V/def2-TZVPD) on one molecule with the formula C5H9N3O.

Structure (ORCA input):
```
! wB97M-V def2-TZVPD RIJCOSX def2/J DEFGRID3
* xyz 0 1
C 0.509 -0.598 -0.040
C -1.133 -0.763 0.346
C 0.032 0.501 -0.800
N -0.118 0.815 -2.081
N 1.922 1.710 0.188
C 0.712 1.005 0.397
C -1.567 -0.743 1.612
O -1.834 -1.303 -0.695
N 1.279 -1.636 -0.264
H -2.464 -1.956 -0.362
H -0.188 0.066 -2.755
H -0.412 1.743 -2.344
H 1.700 -1.945 0.612
H 2.560 1.214 -0.425
H 2.310 2.088 1.041
H 0.170 1.323 1.279
H -0.943 -0.373 2.413
H -2.536 -1.149 1.880
*
```

Output
- Orbital gap (spin up / spin down): 7.526 / 7.527 eV
- LUMO level (spin up / spin down): 0.4 / 0.4 eV
- HOMO (spin up / spin down): -7.1158 / -7.1166 eV

Entry x
ORCA calculation (ωB97M-V/def2-TZVPD) on one molecule with the formula C5H9N3O.

Structure (ORCA input):
```
! wB97M-V def2-TZVPD RIJCOSX def2/J DEFGRID3
* xyz 0 1
C 1.056 1.011 0.001
C 0.811 -0.519 0.122
C -1.334 -1.320 -0.817
N -0.556 -0.951 0.340
O 0.634 1.703 1.154
N -1.102 -1.284 1.492
N -0.688 -0.977 2.602
C 0.394 1.595 -1.157
C -0.127 2.131 -2.092
H 1.190 1.460 1.905
H 2.145 1.140 -0.148
H 0.197 -0.444 2.656
H 1.176 -1.002 -0.789
H 1.415 -0.881 0.968
H -1.416 -0.470 -1.496
H -2.323 -1.609 -0.470
H -0.879 -2.162 -1.350
H -0.592 2.579 -2.919
*
```

Output
- Orbital gap: 9.536 eV
- LUMO level: 0.6 eV
- HOMO: -8.9805 eV

In order of decreasing stability: entry x, entry w.